261
Properties=species:S:1:pos:R:3 method="wB97M-V/def2-TZVPD" e_homo_ha=-0.312 largest_force_ha_per_bohr=0.0638 orbital_gap_ev=8.88 spin_multiplicity=1 e_tot_ev=-122107.2895 de_lowest_ev=1.920 mol_weight_g_mol=1373.1
O 9.705 -9.851 32.078
H 9.007 -9.274 32.386
H 9.247 -10.582 31.662
O 15.782 -7.025 30.185
H 14.902 -7.063 29.810
H 15.736 -7.582 30.962
C 9.204 -2.825 27.205
C 8.702 -1.837 26.224
C 8.436 -2.354 24.792
O 9.376 -3.232 24.190
C 10.571 -2.509 23.825
N 7.497 -1.248 26.726
H 10.253 -3.107 27.123
H 8.501 -3.657 27.148
H 9.020 -2.483 28.224
H 9.407 -1.009 26.156
H 8.216 -1.462 24.206
H 7.491 -2.891 24.713
H 11.261 -3.168 23.298
H 11.141 -2.068 24.642
H 10.205 -1.624 23.305
H 7.713 -0.846 27.627
H 6.865 -2.008 26.937
C 17.487 -9.841 32.873
C 16.185 -9.093 33.320
C 16.539 -7.706 34.029
O 17.368 -7.916 35.131
C 17.571 -6.762 35.908
N 15.347 -8.852 32.157
H 18.246 -9.126 32.557
H 17.244 -10.553 32.084
H 17.912 -10.451 33.671
H 15.691 -9.697 34.082
H 15.585 -7.215 34.221
H 16.905 -7.069 33.223
H 16.678 -6.136 35.910
H 18.410 -6.142 35.589
H 17.733 -7.066 36.941
H 15.011 -9.699 31.722
H 14.514 -8.362 32.451
C 12.906 -5.731 21.717
C 13.237 -5.075 20.352
C 12.236 -5.518 19.187
O 12.437 -6.849 18.763
C 13.415 -7.301 17.827
N 13.191 -3.640 20.514
H 13.574 -5.518 22.552
H 13.050 -6.793 21.518
H 11.883 -5.601 22.071
H 14.194 -5.417 19.957
H 12.279 -4.892 18.295
H 11.248 -5.546 19.647
H 13.406 -8.366 17.597
H 14.429 -6.991 18.080
H 13.227 -6.868 16.844
H 13.715 -3.341 21.324
H 12.271 -3.248 20.655
C 11.213 -7.100 33.280
C 12.321 -8.157 33.529
C 11.981 -9.216 34.634
O 13.158 -9.894 35.077
C 13.767 -9.513 36.329
N 12.538 -8.717 32.212
H 11.493 -6.452 32.450
H 11.110 -6.367 34.081
H 10.196 -7.432 33.074
H 13.281 -7.680 33.726
H 11.280 -10.016 34.398
H 11.549 -8.805 35.546
H 14.707 -10.005 36.580
H 13.138 -9.718 37.196
H 14.003 -8.451 36.400
H 11.603 -8.994 31.949
H 13.054 -9.582 32.282
C 12.866 -8.588 24.607
C 11.427 -9.074 24.538
C 11.240 -10.585 24.339
O 12.116 -11.282 25.296
C 11.987 -12.675 25.355
N 10.869 -8.701 25.805
H 13.426 -8.992 25.450
H 12.892 -7.500 24.650
H 13.486 -8.785 23.732
H 10.725 -8.667 23.810
H 11.355 -10.908 23.305
H 10.229 -10.855 24.647
H 10.990 -13.002 25.652
H 12.700 -13.053 26.087
H 12.225 -13.218 24.440
H 11.327 -9.162 26.578
H 11.126 -7.730 25.910
C 14.125 -10.558 28.423
C 15.337 -10.937 29.257
C 15.127 -11.916 30.445
O 14.013 -11.467 31.182
C 13.789 -12.149 32.409
N 16.329 -11.450 28.345
H 13.751 -11.442 27.906
H 14.294 -9.849 27.613
H 13.313 -10.116 29.000
H 15.734 -10.006 29.661
H 16.032 -11.991 31.048
H 14.896 -12.925 30.104
H 14.608 -11.958 33.102
H 13.642 -13.214 32.229
H 12.766 -11.832 32.611
H 17.142 -11.888 28.755
H 15.909 -12.269 27.928
C 11.438 -2.456 30.674
C 10.679 -2.945 31.855
C 10.281 -1.859 32.859
O 9.593 -2.382 34.007
C 8.994 -1.331 34.733
N 9.366 -3.365 31.306
H 12.311 -1.934 31.065
H 10.830 -1.718 30.151
H 11.821 -3.250 30.034
H 11.204 -3.775 32.328
H 9.690 -1.028 32.475
H 11.208 -1.386 33.182
H 8.704 -1.716 35.711
H 8.049 -1.127 34.231
H 9.630 -0.498 35.032
H 8.810 -2.580 30.997
H 8.765 -3.775 32.006
C 18.066 -4.475 21.582
C 16.616 -4.075 21.630
C 16.254 -3.399 22.960
O 14.923 -2.839 22.856
C 14.496 -2.317 24.055
N 16.435 -3.089 20.586
H 18.673 -3.634 21.916
H 18.443 -4.511 20.560
H 18.301 -5.345 22.196
H 15.937 -4.898 21.404
H 16.995 -2.644 23.223
H 16.329 -4.124 23.770
H 14.469 -3.059 24.853
H 13.433 -2.097 23.958
H 15.052 -1.463 24.444
H 15.509 -2.743 20.795
H 17.060 -2.300 20.672
C 10.719 -7.233 29.151
C 12.165 -7.137 28.612
C 12.481 -5.920 27.759
O 11.733 -6.105 26.570
C 12.091 -5.083 25.727
N 12.924 -7.126 29.842
H 10.052 -7.463 28.320
H 10.423 -6.318 29.664
H 10.618 -8.004 29.915
H 12.333 -8.038 28.023
H 13.553 -6.019 27.586
H 12.231 -4.967 28.225
H 11.806 -4.085 26.058
H 11.520 -5.092 24.798
H 13.108 -5.216 25.359
H 12.644 -7.810 30.531
H 12.489 -6.298 30.222
C 8.030 -6.053 25.662
C 7.653 -6.997 24.443
C 8.398 -6.551 23.163
O 8.059 -7.398 22.081
C 9.060 -7.464 21.100
N 7.921 -8.367 24.783
H 7.707 -5.055 25.365
H 9.115 -5.971 25.724
H 7.676 -6.435 26.619
H 6.580 -6.819 24.369
H 9.463 -6.525 23.390
H 8.106 -5.553 22.836
H 9.323 -6.468 20.743
H 8.926 -8.026 20.176
H 9.894 -7.953 21.604
H 8.851 -8.469 25.164
H 7.830 -8.734 23.847
C 14.136 -2.675 35.234
C 15.359 -3.112 34.414
C 15.298 -2.595 32.940
O 14.203 -3.068 32.216
C 14.226 -4.438 31.935
N 16.632 -2.699 35.091
H 14.135 -3.306 36.123
H 13.316 -2.866 34.542
H 14.223 -1.605 35.425
H 15.443 -4.198 34.420
H 16.193 -2.761 32.342
H 15.204 -1.510 32.888
H 13.408 -4.794 31.308
H 14.110 -5.183 32.723
H 15.171 -4.765 31.500
H 16.751 -1.696 35.085
H 16.491 -2.916 36.067
C 15.462 -4.119 28.198
C 16.649 -3.133 28.148
C 18.080 -3.622 28.545
O 19.053 -2.638 28.602
C 20.392 -3.155 28.703
N 16.621 -2.629 26.752
H 14.738 -3.872 27.421
H 14.961 -4.013 29.160
H 15.669 -5.182 28.076
H 16.417 -2.357 28.878
H 18.428 -4.360 27.822
H 17.921 -4.170 29.474
H 21.147 -2.378 28.822
H 20.701 -3.655 27.786
H 20.587 -3.791 29.567
H 17.396 -1.984 26.688
H 16.842 -3.289 26.020
C 10.175 -11.040 29.180
C 9.319 -12.164 29.703
C 10.069 -13.231 30.592
O 9.228 -14.318 30.770
C 9.175 -15.164 29.603
N 8.153 -11.583 30.412
H 9.638 -10.164 28.815
H 10.819 -11.418 28.386
H 10.756 -10.621 30.000
H 8.974 -12.626 28.778
H 10.303 -12.873 31.595
H 11.017 -13.398 30.081
H 10.132 -15.314 29.103
H 8.459 -14.798 28.867
H 8.840 -16.185 29.783
H 7.532 -11.296 29.669
H 7.613 -12.285 30.898
C 5.318 -7.811 32.293
C 6.720 -8.156 31.915
C 7.540 -6.943 31.325
O 6.779 -6.485 30.170
C 7.348 -5.310 29.574
N 7.317 -8.806 33.066
H 4.822 -8.733 32.598
H 4.674 -7.283 31.590
H 5.297 -7.261 33.234
H 6.654 -9.004 31.233
H 8.539 -7.212 30.980
H 7.591 -6.091 32.003
H 6.842 -5.089 28.635
H 8.392 -5.562 29.383
H 7.180 -4.393 30.138
H 7.379 -8.092 33.777
H 6.626 -9.419 33.476
C 12.601 2.626 29.012
C 11.699 2.113 27.902
C 11.510 0.603 27.935
O 12.778 0.031 27.679
C 12.660 -1.325 27.342
N 10.389 2.683 27.995
H 12.877 3.675 28.908
H 13.629 2.307 28.843
H 12.396 2.456 30.069
H 12.105 2.499 26.967
H 10.699 0.278 27.283
H 11.220 0.281 28.935
H 13.612 -1.737 27.677
H 12.638 -1.499 26.266
H 11.942 -1.820 27.998
H 10.512 3.652 28.254
H 9.927 2.335 28.822

112
Properties=species:S:1:pos:R:3 method="wB97M-V/def2-TZVPD" e_homo_ha=-0.252 largest_force_ha_per_bohr=0.0269 orbital_gap_ev=6.62 spin_multiplicity=1 e_tot_ev=-176403.0690 de_lowest_ev=0.908 mol_weight_g_mol=1222.4
Cd -1.227 2.032 1.824
Br 3.535 7.516 2.592
C 2.056 6.322 2.758
C 0.745 6.836 2.752
C -0.309 5.983 2.895
C -0.139 4.568 3.066
O -1.146 3.814 3.227
C 1.219 4.079 3.053
C 1.525 2.709 3.223
N 0.663 1.743 3.321
C 1.014 0.511 3.810
C 2.032 0.316 4.731
C 2.314 -0.956 5.248
C 1.568 -2.047 4.895
C 0.461 -1.882 4.035
C -0.422 -2.936 3.722
C -1.535 -2.681 2.971
C -1.742 -1.377 2.492
N -0.904 -0.391 2.702
C 0.179 -0.606 3.484
C 2.289 4.988 2.891
H 0.578 7.897 2.627
H -1.328 6.345 2.879
H 2.598 2.475 3.278
H 2.604 1.165 5.080
H 3.143 -1.075 5.935
H 1.786 -3.031 5.291
H -0.221 -3.927 4.112
H -2.255 -3.455 2.745
H -2.634 -1.138 1.924
H 3.308 4.620 2.867
I -1.477 4.151 -0.346
C -3.513 3.501 -0.401
C -4.239 4.059 -1.417
C -5.613 3.795 -1.540
C -6.224 2.990 -0.624
C -5.490 2.402 0.431
C -6.160 1.602 1.386
C -5.474 1.045 2.423
C -4.079 1.222 2.515
C -3.362 1.971 1.609
C -4.080 2.621 0.563
H -3.760 4.725 -2.122
H -6.169 4.248 -2.350
H -7.289 2.795 -0.684
H -7.229 1.451 1.281
H -5.995 0.451 3.166
H -3.562 0.742 3.341
C 6.130 1.843 -4.345
C 4.926 1.754 -3.450
C 5.011 2.079 -2.098
C 3.900 2.001 -1.274
C 2.688 1.600 -1.807
C 2.572 1.309 -3.158
C 3.690 1.379 -3.972
S 1.231 1.289 -0.781
O 1.232 2.201 0.391
C 1.914 -0.288 -0.157
C 2.700 -0.245 1.003
C 3.139 -1.405 1.570
C 2.749 -2.655 1.039
C 3.076 -3.868 1.689
C 2.657 -5.066 1.184
C 1.913 -5.111 -0.012
C 1.600 -3.959 -0.677
C 1.994 -2.701 -0.161
C 1.608 -1.480 -0.779
C 0.893 -1.461 -2.085
C 1.583 -1.854 -3.270
C 2.940 -2.255 -3.252
C 3.579 -2.599 -4.410
C 2.895 -2.562 -5.640
C 1.590 -2.160 -5.689
C 0.902 -1.783 -4.513
C -0.429 -1.302 -4.551
C -1.059 -0.889 -3.415
C -0.395 -0.978 -2.179
S -1.210 -0.431 -0.644
O -1.836 0.876 -0.939
C -2.555 -1.626 -0.774
C -3.831 -1.174 -1.048
C -4.884 -2.079 -1.046
C -4.670 -3.420 -0.749
C -5.814 -4.395 -0.698
C -3.370 -3.853 -0.484
C -2.311 -2.964 -0.497
H 7.051 1.890 -3.767
H 6.072 2.745 -4.958
H 6.183 0.989 -5.020
H 5.961 2.387 -1.680
H 3.964 2.261 -0.224
H 1.607 1.037 -3.570
H 3.603 1.134 -5.024
H 2.943 0.724 1.417
H 3.757 -1.381 2.457
H 3.650 -3.822 2.606
H 2.899 -5.988 1.696
H 1.596 -6.068 -0.406
H 1.037 -3.993 -1.602
H 3.470 -2.269 -2.310
H 4.617 -2.903 -4.384
H 3.415 -2.844 -6.546
H 1.066 -2.115 -6.636
H -0.938 -1.254 -5.506
H -2.066 -0.491 -3.441
H -3.985 -0.119 -1.242
H -5.885 -1.731 -1.267
H -6.734 -3.942 -1.063
H -5.983 -4.727 0.328
H -5.595 -5.278 -1.299
H -3.194 -4.899 -0.257
H -1.300 -3.298 -0.284

123
Properties=species:S:1:pos:R:3 method="wB97M-V/def2-TZVPD" e_homo_ha="-0.238 / -0.390" largest_force_ha_per_bohr=0.0319 orbital_gap_ev="4.22 / 7.30" total_charge=+1 spin_multiplicity=3 e_tot_ev=-120125.5209 de_lowest_ev=2.347 mol_weight_g_mol=1208.4 s_squared=2.03
Au -1.252 0.886 1.278
N -0.803 -0.655 -0.380
S 0.466 -0.547 -1.238
N 1.802 -0.561 -0.377
S 3.057 0.420 -0.438
N 2.737 1.960 -0.303
S 1.551 2.272 0.777
N 0.324 1.582 0.319
C 2.288 1.884 2.361
C 1.798 0.840 3.123
C 2.416 0.531 4.320
C 3.521 1.263 4.737
C 4.004 2.310 3.964
C 3.386 2.627 2.767
C 1.389 4.055 0.769
C 0.663 4.595 1.818
C 0.417 5.956 1.829
C 0.884 6.752 0.793
C 1.581 6.190 -0.266
C 1.837 4.828 -0.284
C 4.020 -0.148 0.920
C 3.719 -1.339 1.586
C 4.556 -1.784 2.586
C 5.698 -1.065 2.923
C 6.013 0.104 2.232
C 5.188 0.561 1.228
C 3.987 0.316 -1.920
C 4.169 1.475 -2.688
C 4.996 1.440 -3.788
C 5.669 0.269 -4.129
C 5.513 -0.871 -3.342
C 4.690 -0.857 -2.239
C 0.695 -2.026 -2.269
C 1.706 -2.922 -1.964
C 1.856 -4.074 -2.716
C 0.986 -4.339 -3.762
C -0.016 -3.432 -4.074
C -0.151 -2.264 -3.344
C 0.576 0.759 -2.478
C 1.411 0.490 -3.553
C 1.604 1.456 -4.525
C 0.973 2.685 -4.417
C 0.130 2.937 -3.345
C -0.085 1.971 -2.378
H 0.944 0.288 2.756
H 2.036 -0.277 4.926
H 4.009 1.013 5.667
H 4.862 2.878 4.294
H 3.750 3.429 2.143
H 0.278 3.944 2.589
H -0.144 6.389 2.642
H 0.698 7.815 0.808
H 1.920 6.810 -1.082
H 2.366 4.352 -1.094
H 2.821 -1.873 1.325
H 4.318 -2.699 3.107
H 6.339 -1.416 3.717
H 6.914 0.649 2.476
H 5.416 1.460 0.676
H 3.649 2.369 -2.391
H 5.121 2.328 -4.388
H 6.318 0.245 -4.990
H 6.056 -1.769 -3.591
H 4.591 -1.728 -1.611
H 2.377 -2.710 -1.146
H 2.647 -4.770 -2.484
H 1.105 -5.241 -4.340
H -0.694 -3.619 -4.892
H -0.907 -1.543 -3.613
H 1.914 -0.461 -3.633
H 2.258 1.248 -5.356
H 1.146 3.446 -5.161
H -0.356 3.895 -3.252
H -0.712 2.161 -1.526
O -1.354 2.254 3.033
N -2.502 2.166 3.610
N -3.310 1.285 3.214
O -3.068 0.432 2.229
C -4.585 1.215 3.803
C -4.817 1.737 5.073
C -6.086 1.645 5.613
C -7.115 1.042 4.900
C -6.876 0.537 3.632
C -5.615 0.628 3.077
H -4.010 2.203 5.615
H -6.281 2.042 6.598
H -8.104 0.975 5.328
H -7.673 0.078 3.067
H -5.403 0.261 2.086
C -5.653 -2.392 2.326
C -5.909 -1.979 1.030
C -4.860 -1.731 0.163
C -3.536 -1.899 0.562
C -3.300 -2.344 1.859
C -4.343 -2.569 2.737
Si -2.153 -1.752 -0.725
C -2.976 -0.960 -2.248
C -3.063 0.434 -2.226
C -3.686 1.137 -3.239
C -4.258 0.456 -4.301
C -4.209 -0.927 -4.329
C -3.582 -1.628 -3.311
C -1.357 -3.465 -0.596
C -0.183 -3.603 0.143
C 0.326 -4.852 0.441
C -0.338 -5.992 0.023
C -1.505 -5.871 -0.713
C -2.007 -4.620 -1.018
H -6.468 -2.565 3.012
H -6.925 -1.832 0.691
H -5.073 -1.397 -0.841
H -2.285 -2.512 2.187
H -4.135 -2.883 3.749
H -2.645 0.964 -1.381
H -3.738 2.214 -3.200
H -4.751 1.002 -5.091
H -4.671 -1.463 -5.145
H -3.567 -2.708 -3.337
H 0.334 -2.716 0.488
H 1.236 -4.938 1.016
H 0.032 -6.965 0.302
H -2.032 -6.757 -1.028
H -2.930 -4.527 -1.570